Density functional theory data (the ωB97M-V functional and the def2-TZVPD basis) for a cluster of 7 separate species, C37H41F6NO19S in total at a distorted geometry.

```
105
Properties=species:S:1:pos:R:3:forces:R:3
C 1.8659 1.5906 -2.8856 -0.5 0.5 0.2
C 0.4797 1.2026 -3.5476 0.4 1.2 0.6
O 0.5953 0.5632 -4.8191 0.4 -0.4 1.1
C 1.2045 -0.7265 -4.7261 -0.2 -1.5 -0.7
C 0.3890 -1.7817 -3.8843 -0.1 1.0 0.6
C -1.1754 -1.7157 -4.1410 0.5 -0.3 -0.5
C -1.9873 -2.7614 -3.2821 -0.5 -0.2 -0.1
C -3.2429 -2.1630 -2.5453 0.5 0.6 0.9
C -2.8786 -1.1932 -1.3546 0.5 1.8 1.6
C -3.8796 -0.2657 -0.7635 2.6 -0.2 0.6
C -3.5049 0.6617 0.3189 0.4 -1.3 -0.9
C -2.1471 0.6988 0.8569 0.5 -1.7 -1.2
C -1.1350 -0.2139 0.3037 -2.6 -0.7 -1.6
C -1.5332 -1.1348 -0.7842 -1.1 0.9 0.6
N 0.2648 -0.2754 0.7058 -1.2 1.3 0.5
C 0.4638 -0.0795 2.1334 1.4 -0.2 2.7
C 1.5433 -0.8814 2.7493 -0.7 0.8 0.9
C 1.9170 -0.7897 4.1596 -2.4 2.0 -1.5
C 1.1565 0.1809 4.9795 0.0 -0.6 -1.9
C 0.0578 0.9797 4.4108 1.3 -1.4 -0.9
C -0.2823 0.8582 2.9837 1.3 -1.4 0.1
S -1.6167 1.8378 2.1960 0.3 -1.1 -0.2
H 2.3320 0.7515 -2.3082 -0.2 0.6 -0.7
H 2.5773 2.0485 -3.6306 -0.7 -0.7 0.7
H 1.6523 2.4108 -2.1371 0.2 -0.9 -0.7
H -0.1302 0.6316 -2.7921 0.5 0.2 -0.8
H -0.0785 2.1681 -3.7232 0.5 -1.1 0.0
H 2.2619 -0.7179 -4.3398 -0.9 0.4 -0.2
H 1.2613 -1.1238 -5.7796 -0.1 0.6 1.0
H 0.6109 -1.5607 -2.7947 -0.4 -0.4 -1.0
H 0.8199 -2.7914 -4.0999 -0.5 0.8 0.1
H -1.5515 -0.6585 -4.0137 0.4 -1.1 0.1
H -1.3439 -1.9698 -5.2296 0.2 0.4 1.1
H -1.3395 -3.2911 -2.5293 -0.5 0.5 -0.8
H -2.3726 -3.5597 -3.9828 0.4 0.7 0.8
H -3.8471 -2.9942 -2.0726 0.5 0.8 -0.8
H -3.8618 -1.5688 -3.2730 0.4 -0.8 0.7
H -4.9220 -0.2883 -1.1624 1.0 0.3 0.5
H -4.3123 1.3316 0.7137 1.1 -0.7 -0.3
H -0.7600 -1.8267 -1.2028 -0.7 0.9 0.7
H 0.7261 0.4840 0.1823 0.1 -0.4 0.4
H 2.1061 -1.5997 2.0967 -0.7 0.8 0.6
H 2.7442 -1.4202 4.5485 -0.9 0.7 -0.2
H 1.4693 0.2618 6.0499 -0.7 0.1 -1.1
H -0.4991 1.6780 5.0843 0.5 -0.7 -0.9
C -4.9378 6.4893 2.7679 -0.4 0.8 -0.2
C -3.6129 5.9541 3.2192 0.1 -0.1 0.6
O -3.8115 4.5526 3.2002 -0.2 0.3 -0.7
C -4.7451 4.3281 2.2304 -0.3 -0.7 -0.3
O -4.9663 3.2644 1.7480 0.0 0.3 0.2
O -5.3879 5.4739 1.8775 0.4 -0.4 0.2
F -3.3385 6.3364 4.4903 0.2 0.0 0.0
H -5.6512 6.5941 3.5888 0.2 -0.1 0.1
H -4.8483 7.4466 2.2574 -0.1 -0.2 -0.1
H -2.7754 6.2149 2.5673 0.1 0.0 0.2
C -4.2395 8.5287 -1.9643 0.3 0.1 -0.8
C -4.8263 7.6290 -0.9171 0.3 -0.3 0.3
O -5.1959 8.5310 0.1094 -0.2 0.1 -0.7
C -5.4762 9.7126 -0.5212 -0.4 1.0 0.2
O -6.0680 10.6110 -0.0219 0.2 -0.3 -0.1
O -4.9968 9.7237 -1.7951 -0.1 -0.3 0.5
F -3.8941 6.7749 -0.4283 0.0 -0.1 0.1
H -3.1819 8.7409 -1.7902 -0.1 -0.2 0.2
H -4.3561 8.1292 -2.9710 -0.1 0.2 0.0
H -5.7041 7.0677 -1.2460 0.1 -0.1 0.1
C 6.4651 -4.1806 6.0497 0.5 -0.7 0.5
C 6.3885 -2.8485 5.3822 0.1 0.2 -0.8
O 4.9970 -2.6479 5.2170 0.1 -0.2 0.7
C 4.4039 -3.3310 6.2437 -0.8 -0.2 0.3
O 3.2761 -3.1774 6.5844 0.3 0.0 -0.2
O 5.2720 -4.2016 6.8312 -0.3 0.6 -0.4
F 6.9665 -2.8815 4.1580 0.0 0.2 0.0
H 6.4456 -5.0089 5.3378 0.0 0.2 -0.1
H 7.3479 -4.2786 6.6776 -0.2 -0.1 0.1
H 6.8113 -2.0303 5.9683 0.0 0.0 -0.2
C 2.6291 -5.0081 -8.4104 0.2 -0.8 -0.2
C 3.2334 -3.6859 -8.0394 0.1 0.4 -0.5
O 2.1237 -2.9530 -7.5582 0.1 -0.6 0.3
C 1.2616 -3.8787 -7.0449 -0.8 0.0 0.4
O 0.3550 -3.6200 -6.3223 0.3 -0.1 -0.4
O 1.5763 -5.1368 -7.4591 0.1 0.5 0.1
F 3.7330 -3.0529 -9.1279 0.1 0.1 0.1
H 2.2097 -5.0091 -9.4191 0.1 0.2 0.0
H 3.3384 -5.8305 -8.3244 -0.2 0.0 0.2
H 4.0002 -3.7426 -7.2626 0.1 0.1 -0.1
C -6.8366 -2.3681 -2.0605 0.6 0.5 0.3
C -7.7380 -3.4817 -1.6179 -0.6 0.2 0.2
O -8.3346 -3.9065 -2.8266 0.7 0.0 0.0
C -7.4204 -3.6390 -3.8054 0.0 -0.2 -1.0
O -7.4599 -4.0970 -4.8996 0.0 0.2 0.3
O -6.4521 -2.7854 -3.3660 -0.5 -0.4 0.1
F -8.7099 -3.0262 -0.7905 0.0 -0.1 0.1
H -7.3550 -1.4080 -2.1248 -0.2 -0.1 0.1
H -5.9672 -2.2550 -1.4136 0.1 -0.1 -0.2
H -7.2196 -4.3219 -1.1489 -0.1 0.0 0.1
C 9.7320 -0.6991 7.1267 -0.4 0.7 -0.2
C 11.0535 -1.2480 7.5768 0.2 0.0 0.7
O 10.8438 -2.6467 7.5489 -0.2 0.3 -0.7
C 9.9119 -2.8654 6.5798 -0.2 -0.8 -0.4
O 9.6880 -3.9306 6.0977 -0.1 0.5 0.3
O 9.2741 -1.7081 6.2281 0.4 -0.5 0.3
F 11.3294 -0.8760 8.8486 0.1 0.0 0.0
H 9.0192 -0.5933 7.9479 0.2 -0.1 0.1
H 9.8294 0.2608 6.6211 -0.1 -0.2 -0.2
H 11.8937 -0.9903 6.9273 0.1 0.0 0.2
```
Forces are in eV/Å.

Results
SMILES ... CCOCCCCCc1ccc2c(c1)Nc1ccccc1S2.O=C1OC[C@@H](F)O1.O=C1OC[C@@H](F)O1.O=C1OC[C@@H](F)O1.O=C1OC[C@@H](F)O1.O=C1OC[C@@H](F)O1.O=C1OC[C@@H](F)O1
Spin multiplicity ... 1
Gap between HOMO and LUMO ... 0.291 hartree

---

Density functional theory data (the ωB97M-V functional and the def2-TZVPD basis) for a structure of composition C37H41N5O7SSiV at a distorted geometry.

```
93
Properties=species:S:1:pos:R:3:forces:R:3
V -0.4970 -0.6508 0.3840 -1.1 0.4 1.3
C -0.5200 -0.6430 2.3836 -0.1 0.1 -0.4
Si -2.0952 -1.6631 2.7672 0.1 -0.1 -0.1
C -1.8496 -3.0251 1.4518 0.0 0.1 -0.2
N -1.4491 -2.3840 0.1520 -0.1 -0.2 -0.3
C -2.6094 -1.7874 -0.6032 0.1 -0.1 0.0
C -2.8685 -2.4633 -1.9458 0.0 0.0 0.0
C -2.8122 -3.9787 -1.7675 0.0 0.0 0.0
C -1.4202 -4.4307 -1.2898 0.0 0.0 0.0
C -0.6142 -3.2614 -0.7359 -0.2 0.0 0.0
C -3.6021 -0.6629 2.4013 -0.2 0.1 0.0
C -4.8383 -1.3112 2.2644 0.0 0.1 -0.1
C -5.9995 -0.5889 2.0502 0.0 0.0 0.0
C -5.9487 0.8000 1.9806 0.0 0.0 0.0
C -4.7416 1.4617 2.1339 0.0 -0.1 0.0
C -3.5772 0.7320 2.3475 0.0 0.0 0.0
C -2.1134 -2.4282 4.4330 0.0 -0.1 0.2
C -1.2377 -3.4688 4.7680 0.0 0.1 0.0
C -1.2826 -4.0560 6.0207 0.0 0.0 0.0
C -2.2049 -3.6090 6.9584 0.0 0.0 0.0
C -3.0748 -2.5748 6.6478 0.0 0.0 0.0
C -3.0318 -1.9879 5.3917 0.0 0.0 0.0
H 0.3402 -1.1893 2.7806 0.0 -0.1 0.0
H -0.5148 0.3663 2.7948 0.1 0.0 0.0
H -2.7062 -3.6811 1.2850 0.0 0.0 0.0
H -1.0108 -3.6503 1.7667 0.0 0.0 0.0
H -2.4192 -0.6976 -0.7565 0.0 -0.1 0.0
H -3.4899 -1.8302 0.0372 0.1 0.0 0.0
H -2.1565 -2.1359 -2.7070 0.0 0.0 0.0
H -3.8557 -2.1470 -2.2827 0.0 0.0 0.0
H -3.0682 -4.4701 -2.7039 0.0 0.0 0.0
H -3.5752 -4.2772 -1.0452 0.0 0.0 0.0
H -0.8452 -4.8559 -2.1130 0.0 0.0 0.0
H -1.5067 -5.2108 -0.5335 0.0 0.0 0.0
H -0.2497 -2.6386 -1.5607 0.0 0.0 0.1
H 0.2506 -3.5923 -0.1591 0.0 0.0 0.0
H -4.8995 -2.3919 2.3347 0.0 0.0 0.0
H -6.9456 -1.1017 1.9489 0.0 0.0 0.0
H -6.8573 1.3644 1.8246 0.0 0.0 0.0
H -4.7074 2.5417 2.1034 0.0 0.0 0.0
H -2.6502 1.2713 2.5100 0.0 0.0 0.0
H -0.5028 -3.8257 4.0554 0.0 0.0 0.0
H -0.6043 -4.8596 6.2686 0.0 0.0 0.0
H -2.2434 -4.0698 7.9355 0.0 0.0 0.0
H -3.7877 -2.2282 7.3820 0.0 0.0 0.0
H -3.7199 -1.1854 5.1590 0.0 0.0 0.0
C 3.2637 4.7379 -0.4583 0.0 0.0 0.0
C 3.5297 3.2806 -0.8148 0.0 0.0 0.0
C 2.4292 2.6783 -1.6737 -0.1 0.0 -0.1
N 1.2184 2.4857 -0.8449 0.0 0.0 0.2
C 0.0094 2.1056 -1.1881 0.1 -0.1 0.1
S -1.0819 1.5841 0.1209 0.0 0.2 -0.3
N -0.4667 2.0816 -2.4255 -0.2 -0.1 0.0
C 0.0335 2.6089 -3.7223 -0.2 0.1 0.0
O 0.1179 1.8136 -4.6038 0.2 -0.1 -0.1
C 0.2228 4.0637 -3.8128 0.1 -0.2 0.1
C -0.2907 4.9357 -2.8541 0.0 0.1 0.0
C -0.0921 6.2985 -2.9956 0.0 0.0 0.0
C 0.6231 6.7817 -4.0845 0.0 0.0 0.0
C 1.1280 5.9116 -5.0453 0.0 0.0 0.0
C 0.9238 4.5500 -4.9171 0.0 0.1 0.0
H 4.0357 5.1219 0.2045 0.0 0.0 0.0
H 2.3052 4.8649 0.0489 0.0 0.0 0.0
H 3.2487 5.3586 -1.3546 0.0 0.0 0.0
H 3.6545 2.6835 0.0926 0.0 -0.1 0.0
H 4.4619 3.1917 -1.3749 0.0 0.0 0.0
H 2.7127 1.7030 -2.0825 0.0 0.0 0.0
H 2.2048 3.3485 -2.4996 0.0 0.0 0.0
H 1.3788 2.4833 0.1590 0.0 0.0 -0.1
H -1.3503 1.5935 -2.5300 0.1 0.1 0.0
H -0.8672 4.5641 -2.0176 0.0 0.0 0.0
H -0.5001 6.9836 -2.2668 0.0 0.0 0.0
H 0.7779 7.8462 -4.1919 0.0 0.0 0.0
H 1.6720 6.2979 -5.8949 0.0 0.0 0.0
H 1.2962 3.8567 -5.6585 0.0 0.0 0.0
O 2.3996 0.6736 1.4598 -0.1 0.1 0.2
C 2.3999 -0.1565 0.6143 -0.4 -0.4 -0.4
O 1.1806 -0.7499 0.1943 1.7 0.2 -0.1
C 3.5559 -0.6650 -0.1475 0.0 0.0 0.0
C 4.8290 -0.2440 0.2378 -0.1 -0.1 -0.1
C 5.9055 -0.6801 -0.5036 0.0 0.0 0.0
C 5.7816 -1.5089 -1.6044 -0.1 0.0 0.1
C 4.5015 -1.8981 -1.9472 0.1 0.0 0.0
C 3.3851 -1.4994 -1.2464 0.0 0.0 0.1
N 4.3078 -2.7812 -3.1178 0.1 0.1 0.2
O 3.1693 -3.1153 -3.3563 -0.4 -0.1 -0.1
O 5.2874 -3.0957 -3.7371 0.2 -0.1 -0.2
N 7.2616 -0.2255 -0.1096 -0.2 -0.1 0.0
O 7.3244 0.5395 0.8203 0.0 0.3 0.3
O 8.1846 -0.6529 -0.7505 0.3 -0.2 -0.2
H 4.9808 0.4004 1.0924 0.0 0.0 0.0
H 6.6471 -1.8333 -2.1652 0.0 0.0 0.0
H 2.4131 -1.8463 -1.5658 0.1 0.0 0.0
```
Forces are in eV/Å.

Results
⟨S²⟩ ... 0.78
Spin multiplicity ... 2
Gap between HOMO and LUMO (spin up / spin down) ... 0.242 / 0.265 hartree
Total charge ... +2